Molecular formula: C6H7NS
Method: DFT, the ωB97M-V functional and the def2-TZVPD basis

Structure (ORCA input):
```
! RIJCOSX wB97M-V def2-TZVPD def2/J DEFGRID3
* xyz 0 1
C 1.3254 -1.5201 0.1514
C 2.5711 -1.1153 -0.1756
C 0.4598 -0.3805 0.4260
C 1.0680 0.7802 0.0698
C -0.2385 1.5059 0.4840
C -2.5947 0.0226 -0.5316
N -0.7266 0.1700 0.8368
S 2.7380 0.5645 -0.3183
H 0.9314 -2.5361 0.3508
H 3.1731 -1.8471 -0.5647
H -0.1307 2.1461 1.2671
H -0.7125 1.9854 -0.3016
H -2.3027 0.6561 -1.3958
H -2.7543 -1.0180 -0.6793
H -2.8068 0.5864 0.3809
*
```

Orbital gap (alpha / beta) in eV: 8.288 / 7.460
HOMO energy (alpha / beta) in eV: -7.862 / -7.773
LUMO (alpha / beta) in eV: 0.4 / -0.3

---

Molecular formula: C44H38FeN7O6Te
Method: DFT, the ωB97M-V functional and the def2-TZVPD basis

Structure (ORCA input):
```
! RIJCOSX wB97M-V def2-TZVPD def2/J DEFGRID3
* xyz 2 6
Fe -0.3087 0.1523 -0.5879
O 2.1767 3.5042 -0.1543
C 1.4008 2.5160 -0.5265
O 1.3085 1.4502 0.0698
C 0.6247 2.7366 -1.7672
C 0.5759 3.8430 -2.5926
C -0.2857 3.7641 -3.6912
C -1.0629 2.6379 -3.9133
C -0.9415 1.5683 -3.0280
N -0.0957 1.6537 -2.0224
C -1.7170 0.2650 -3.0377
O -2.5814 0.0810 -3.8519
O -1.3615 -0.5419 -2.0657
H 2.6695 3.2617 0.6480
H 1.1748 4.7209 -2.4041
H -0.3464 4.6009 -4.3749
H -1.7412 2.5635 -4.7527
C -1.1457 -0.1002 2.9501
C -0.8369 -1.3127 2.1448
N -0.3561 -1.3471 0.9017
C -0.1425 -2.6804 0.5943
C -0.5191 -3.4447 1.6423
N -0.9552 -2.5677 2.6135
C -1.4349 -2.9809 3.9404
N -0.5939 -3.9725 4.5079
N -0.8396 -5.2879 4.2347
N 0.0629 -6.0016 4.7656
C 0.9605 -5.1776 5.4187
C 2.1081 -5.4910 6.1518
C 2.8107 -4.4380 6.6866
C 2.3894 -3.1035 6.5043
C 1.2590 -2.7815 5.7873
C 0.5507 -3.8585 5.2506
H -0.8630 0.7924 2.4041
H -0.5935 -0.1197 3.8914
H -2.2107 -0.0331 3.1810
H 0.2754 -2.9833 -0.3468
H -0.5251 -4.5099 1.7959
H -2.4359 -3.3975 3.8413
H -1.4659 -2.1040 4.5831
H 2.4150 -6.5180 6.2900
H 3.7044 -4.6270 7.2644
H 2.9743 -2.3096 6.9494
H 0.9438 -1.7534 5.6637
Te 1.7517 -1.1462 -2.2034
C 0.8712 -2.1756 -3.8046
C 0.1297 -3.3269 -3.5752
C -0.4700 -3.9749 -4.6460
C -0.3266 -3.4754 -5.9315
C 0.4203 -2.3274 -6.1556
C 1.0176 -1.6684 -5.0914
C 3.7796 -1.5573 -2.5450
C 4.2775 -2.8285 -2.2795
C 5.6048 -3.1069 -2.5696
C 6.4230 -2.1226 -3.1060
C 5.9208 -0.8552 -3.3582
C 4.5920 -0.5645 -3.0793
H 0.0163 -3.7282 -2.5770
H -1.0452 -4.8748 -4.4742
H -0.7973 -3.9835 -6.7622
H 0.5354 -1.9408 -7.1593
H 1.6037 -0.7755 -5.2691
H 3.6415 -3.5969 -1.8609
H 5.9998 -4.0945 -2.3730
H 7.4571 -2.3467 -3.3302
H 6.5590 -0.0917 -3.7824
H 4.1968 0.4205 -3.2897
C 0.7313 6.6694 0.3685
O -0.2102 5.6153 0.1349
C -0.5938 4.8678 1.2024
C 0.0133 4.8823 2.4491
C -0.5191 4.1089 3.4733
C -1.6483 3.3317 3.2685
C -2.2473 3.2935 2.0193
C -1.7091 4.0459 0.9876
N -2.3215 4.1947 -0.2847
C -3.2333 3.5054 -0.9233
C -3.7099 2.1823 -0.7424
C -5.0049 1.9384 -1.2694
C -5.6129 0.7209 -1.1318
C -4.9174 -0.3050 -0.4771
C -3.6362 -0.1183 -0.0109
C -2.9775 1.1111 -0.1676
O -1.7052 1.2470 0.1645
H 0.7731 7.2441 -0.5513
H 1.7175 6.2601 0.5907
H 0.3970 7.3086 1.1855
H 0.8748 5.5060 2.6356
H -0.0538 4.1374 4.4493
H -2.0790 2.7699 4.0858
H -3.1473 2.7182 1.8629
H -2.0712 5.0855 -0.7035
H -3.6983 4.0688 -1.7265
H -5.5221 2.7507 -1.7656
H -6.6011 0.5469 -1.5304
H -5.3840 -1.2745 -0.3606
H -3.0874 -0.9397 0.4306
*
```

Orbital gap (alpha / beta) in eV: 6.747 / 5.907
⟨S²⟩: 8.762
HOMO energy (alpha / beta) in eV: -12.803 / -12.747
LUMO (alpha / beta) in eV: -6.1 / -6.8

---

Molecular formula: C24H37N6O14S
Method: DFT, the ωB97M-V functional and the def2-TZVPD basis

Structure (ORCA input):
```
! RIJCOSX wB97M-V def2-TZVPD def2/J DEFGRID3
* xyz 1 1
C 0.0942 -1.2208 2.4573
C -1.0384 -0.5042 1.6603
O -0.9777 -0.6710 0.2148
N 0.2710 -0.6403 -0.2511
C 1.0802 -1.6928 -0.6219
N 2.2965 -1.3342 -1.0828
C 2.2495 0.0737 -1.0339
N 3.2707 0.8065 -1.4386
C 3.2113 2.2846 -1.4261
C 2.9700 2.7622 -2.9403
S 4.4791 3.5875 -3.5906
C 4.1509 5.3438 -3.4558
N 4.9647 6.2355 -4.0043
N 4.4889 7.4824 -3.7507
C 3.3861 7.3014 -3.0371
O 3.1028 5.9738 -2.8295
N 1.0479 0.4412 -0.5455
H 1.0674 -0.6786 2.3298
H -0.2178 -1.3034 3.5191
H 0.2094 -2.2531 2.0252
H -1.1020 0.5630 1.9920
H -2.0048 -0.9667 1.9857
H 0.6456 -2.7013 -0.4893
H 4.1165 0.3472 -1.7720
H 2.3352 2.6500 -0.8444
H 4.1673 2.7362 -1.0720
H 2.0587 3.4029 -3.0381
H 2.7759 1.8464 -3.5527
H 2.8155 8.1797 -2.6884
H 0.7069 1.3924 -0.4047
C -0.1022 -1.0254 -4.9107
C 0.0734 0.2730 -5.6637
C 0.2270 0.1087 -7.1508
O 0.9701 1.2768 -7.5048
C 1.6979 1.6295 -6.4144
O 2.5600 2.4470 -6.4135
O 1.3069 0.9132 -5.3149
H -0.0275 -0.8549 -3.8338
H -1.0719 -1.4744 -5.1289
H 0.6810 -1.7409 -5.1708
H -0.7415 0.9615 -5.4178
H -0.7289 0.0842 -7.6723
H 0.8117 -0.7710 -7.4333
C -6.7907 -0.2553 3.3623
C -5.5666 -1.1009 3.6200
C -5.5002 -1.6881 5.0015
O -4.0897 -1.8544 5.1853
C -3.4811 -0.9153 4.4204
O -2.3160 -0.6522 4.4707
O -4.3675 -0.3099 3.5876
H -6.6910 0.2816 2.4177
H -7.6888 -0.8725 3.3222
H -6.9193 0.4996 4.1413
H -5.4776 -1.8738 2.8497
H -6.0178 -2.6432 5.0780
H -5.8723 -1.0161 5.7791
C -2.8037 -4.4598 1.5122
C -3.7782 -4.2818 0.3707
C -3.2836 -3.3837 -0.7297
O -4.5005 -2.8930 -1.2891
C -5.4282 -2.9136 -0.2894
O -6.4989 -2.4070 -0.3525
O -4.9560 -3.5909 0.7981
H -3.2852 -4.9673 2.3494
H -1.9377 -5.0450 1.1982
H -2.4557 -3.4936 1.8885
H -4.0843 -5.2592 -0.0151
H -2.7004 -3.9194 -1.4790
H -2.7032 -2.5301 -0.3657
C 5.3095 0.1253 4.9945
C 4.3324 0.2895 3.8546
C 4.8160 1.1903 2.7524
O 3.5852 1.6647 2.1954
C 2.6625 1.6336 3.2009
O 1.5796 2.1252 3.1371
O 3.1436 0.9679 4.2812
H 4.8340 -0.3860 5.8328
H 6.1816 -0.4500 4.6807
H 5.6459 1.0948 5.3676
H 4.0365 -0.6929 3.4707
H 5.4038 0.6608 2.0031
H 5.3860 2.0505 3.1120
*
```

Orbital gap in eV: 8.118
HOMO energy in eV: -10.922
LUMO in eV: -2.8

---

| no. | E (hartree) |
| --- | --- |
| 1 | -685.54881 |
| 2 | -4065.51490 |
| 3 | -2716.50391 |